ORCA calculation (ωB97M-V with the def2-TZVPD basis set) on C23H47KO11PdS5 as an isolated structure in a non-equilibrium geometry.

total charge: +2
expectation value of S²: 2.01
spin multiplicity: 3
E: -121096.6927 eV

Cartesian coordinates (Å):
K  -4.158  -2.441  1.931
Pd  -0.210  -2.563  3.513
C  -1.843  0.500  0.391
C  -1.228  -0.903  0.496
C  -0.117  -1.154  -0.526
O  -0.945  -1.144  1.830
H  -2.791  0.514  0.937
H  -2.214  0.548  -0.638
H  -1.175  1.323  0.625
H  -2.110  -1.508  0.202
H  -0.610  -1.126  -1.494
H  0.509  -2.025  -0.357
H  0.513  -0.263  -0.470
C  -1.108  -4.198  -1.872
C  -2.526  -3.570  -2.155
C  -3.588  -4.444  -1.466
S  -2.759  -6.013  -0.989
O  -3.394  -7.173  -1.571
O  -2.588  -5.933  0.462
C  -1.247  -5.711  -1.909
H  -0.946  -3.880  -0.837
H  -0.365  -3.712  -2.496
H  -2.806  -3.552  -3.210
H  -2.521  -2.504  -1.921
H  -4.240  -4.858  -2.237
H  -4.196  -4.013  -0.680
H  -1.451  -6.101  -2.905
H  -0.496  -6.322  -1.412
C  4.593  -1.061  0.613
C  5.419  -2.066  1.463
C  4.407  -2.881  2.242
S  3.368  -1.553  2.971
O  4.031  -0.820  4.026
O  2.012  -1.992  3.283
C  3.420  -0.533  1.486
H  4.141  -1.609  -0.215
H  5.098  -0.170  0.252
H  6.038  -1.457  2.125
H  6.092  -2.614  0.809
H  4.731  -3.448  3.113
H  3.801  -3.468  1.551
H  3.377  0.512  1.785
H  2.467  -0.753  1.012
C  0.530  2.599  4.645
C  1.847  1.871  4.942
C  1.514  0.777  5.952
S  -0.214  0.265  5.715
O  -1.010  0.465  6.898
O  -0.298  -0.999  4.994
C  -0.644  1.651  4.551
H  0.618  3.193  3.731
H  0.328  3.380  5.384
H  2.554  2.640  5.242
H  2.268  1.410  4.047
H  1.700  1.055  6.987
H  1.971  -0.202  5.773
H  -1.658  1.927  4.819
H  -0.619  1.205  3.551
C  -3.879  4.797  -0.718
C  -3.377  4.812  -2.184
C  -1.915  5.274  -2.170
S  -1.182  4.495  -0.729
O  -0.672  5.524  0.167
O  -0.501  3.244  -0.996
C  -2.814  4.022  0.005
H  -4.807  4.252  -0.553
H  -3.916  5.790  -0.273
H  -3.960  5.460  -2.842
H  -3.507  3.868  -2.722
H  -1.940  6.323  -1.869
H  -1.303  5.158  -3.060
H  -2.632  4.240  1.058
H  -2.734  2.941  -0.127
C  2.298  0.718  -5.176
C  2.190  0.781  -3.643
C  0.698  0.695  -3.254
S  -0.208  1.572  -4.597
O  -0.222  3.005  -4.319
O  -1.462  0.886  -4.802
C  1.011  1.156  -5.849
H  2.733  -0.212  -5.556
H  3.103  1.331  -5.603
H  2.552  1.749  -3.297
H  2.815  -0.014  -3.243
H  0.481  1.195  -2.314
H  0.338  -0.329  -3.323
H  1.054  1.856  -6.681
H  0.485  0.316  -6.320

***

ORCA calculation (ωB97M-V with the def2-TZVPD basis set) on C9H11NO2 as an isolated structure in a non-equilibrium geometry.

energy relative to the best compared isomer or geometry (same formula, charge and spin): 10.4174 eV
E: -15086.7672 eV

Cartesian coordinates (Å):
C  0.018  0.872  1.942
C  -0.843  -0.488  1.847
C  -1.377  -0.697  0.444
C  -0.259  -0.774  -0.760
C  0.182  0.510  -1.277
C  1.081  0.482  -2.255
C  1.666  -0.682  -2.726
C  1.298  -1.915  -2.044
C  0.303  -1.917  -1.033
H  -0.240  3.835  1.648
H  -2.021  1.970  2.472
H  -1.319  -0.505  2.834
H  -0.361  -1.183  1.972
H  -2.008  -1.439  0.382
H  -2.114  -0.185  0.298
H  0.045  1.549  -0.662
H  1.562  1.526  -2.861
H  2.462  -0.857  -3.330
H  1.657  -3.136  -2.427
H  0.171  -3.107  -0.802
N  -0.861  2.046  1.929
O  -0.225  3.076  2.304
O  1.185  1.019  2.105

***

ORCA calculation (ωB97M-V with the def2-TZVPD basis set) on the molecule C6H10O.

energy relative to the best compared isomer or geometry (same formula, charge and spin): 2.0042 eV
E: -8429.2361 eV

Cartesian coordinates (Å):
C  2.179  -0.227  -0.065
C  0.999  0.707  0.206
C  -0.210  0.007  0.824
O  -1.231  1.044  1.130
C  -2.197  1.145  0.253
C  -1.880  0.104  -0.814
C  -1.018  -0.916  -0.072
H  1.939  -0.970  -0.833
H  2.485  -0.765  0.840
H  3.045  0.343  -0.417
H  0.703  1.204  -0.728
H  1.305  1.503  0.895
H  0.064  -0.441  1.785
H  -1.682  -1.511  0.568
H  -2.762  -0.297  -1.316
H  -1.311  0.671  -1.570
H  -0.429  -1.602  -0.685

***

ORCA calculation (ωB97M-V with the def2-TZVPD basis set) on C14H23LuNO7P2 as an isolated structure in a non-equilibrium geometry.

total charge: +3
E: -82867.1181 eV

Cartesian coordinates (Å):
C  2.674  -2.661  0.476
C  4.121  -1.894  0.772
C  3.710  -0.375  1.332
C  3.525  0.702  0.110
C  2.794  2.120  0.558
C  1.351  1.757  1.248
C  0.201  2.927  1.097
C  -1.231  2.152  0.864
C  -2.077  1.571  1.983
C  -3.484  0.773  1.558
O  -4.619  0.892  2.255
C  -3.343  -0.152  0.172
P  -4.213  -1.847  0.196
N  -3.261  -2.849  1.074
O  -4.457  -2.589  -1.358
O  -5.800  -1.596  0.895
C  -2.525  0.426  -0.926
C  -2.281  -0.422  -2.307
P  -0.588  0.097  -3.121
O  0.533  0.191  -1.976
O  -0.713  1.539  -4.097
O  -0.003  -1.172  -4.217
C  -1.843  1.933  -0.677
O  -1.826  2.894  -1.612
H  2.264  -2.197  -0.544
H  2.808  -3.841  0.382
H  1.871  -2.473  1.307
H  4.816  -1.859  -0.174
H  4.616  -2.451  1.694
H  2.744  -0.543  1.989
H  4.572  -0.030  2.056
H  2.993  0.176  -0.795
H  4.620  0.990  -0.270
H  3.457  2.704  1.336
H  2.686  2.749  -0.443
H  1.437  1.478  2.388
H  0.955  0.780  0.701
H  0.200  3.712  1.970
H  0.423  3.513  0.081
H  -1.716  1.646  3.114
H  -2.382  -2.339  1.383
H  -3.975  -3.487  -1.284
H  -6.267  -2.490  0.757
H  -3.150  -0.298  -3.084
H  -2.110  -1.555  -1.973
H  -0.203  2.252  -3.573
H  0.765  -0.728  -4.719
Lu  1.933  -0.124  3.401

***

ORCA calculation (ωB97M-V with the def2-TZVPD basis set) on a 2-piece molecular cluster, C2H4O3S overall in a non-equilibrium geometry.

SMILES string: O=C=CO.OS
energy relative to the best compared isomer or geometry (same formula, charge and spin): 3.0911 eV
E: -19112.7318 eV

Cartesian coordinates (Å):
O  -1.705  1.943  -0.376
C  -1.382  0.865  -0.053
C  -1.027  -0.149  0.670
O  -0.859  -1.491  0.293
H  -0.422  0.024  1.586
H  -0.703  -1.702  -0.630
O  1.848  -0.763  -0.307
S  2.001  0.799  0.260
H  0.981  -1.008  -0.594
H  1.269  1.482  -0.849

***

ORCA calculation (ωB97M-V with the def2-TZVPD basis set) on a 2-piece molecular cluster, C4H6Br2N3 overall in a non-equilibrium geometry.

total charge: +1
expectation value of S²: 2.02
spin multiplicity: 3
energy relative to the best compared isomer or geometry (same formula, charge and spin): 0.7015 eV
E: -148788.2066 eV

Cartesian coordinates (Å):
C  -0.777  -1.528  -0.326
C  1.165  0.287  0.016
C  0.618  -1.933  0.076
C  -0.018  0.621  -0.703
N  1.483  -0.879  0.315
N  -1.041  -0.343  -0.694
N  -0.765  2.100  0.558
Br  0.182  -2.830  1.831
Br  0.211  1.574  -2.286
H  -1.580  -2.234  -0.346
H  1.887  1.069  0.131
H  1.052  -2.610  -0.653
H  -1.345  1.610  1.172
H  -1.330  2.789  0.020
H  0.259  2.307  0.890